Entry 1:
{"formula": "C48H45F3N4O5S3", "method": "wB97M-V/def2-TZVPD", "symbols": ["S", "S", "S", "F", "F", "F", "O", "O", "O", "O", "O", "N", "N", "N", "N", "C", "C", "C", "C", "C", "C", "C", "C", "C", "C", "C", "C", "C", "C", "C", "C", "C", "C", "C", "C", "C", "C", "C", "C", "C", "C", "C", "C", "C", "C", "C", "C", "C", "C", "C", "C", "C", "C", "C", "C", "C", "C", "C", "C", "C", "C", "C", "C", "H", "H", "H", "H", "H", "H", "H", "H", "H", "H", "H", "H", "H", "H", "H", "H", "H", "H", "H", "H", "H", "H", "H", "H", "H", "H", "H", "H", "H", "H", "H", "H", "H", "H", "H", "H", "H", "H", "H", "H", "H", "H", "H", "H", "H"], "xyz": [[2.283, 1.443, -5.817], [0.309, 2.161, -7.794], [3.323, 2.519, -8.542], [4.344, -0.090, -6.556], [3.184, -0.769, -4.805], [2.392, -1.048, -6.869], [-3.486, 3.652, 1.597], [0.181, 2.012, -9.221], [-0.085, 3.375, -7.130], [4.515, 2.472, -7.740], [2.810, 3.765, -9.036], [1.982, 1.875, -7.439], [-0.776, 1.763, 3.007], [-1.720, 1.932, 5.002], [-2.573, 2.443, 4.033], [2.942, 0.297, -11.980], [-0.995, -0.390, -4.972], [-1.808, -1.920, -0.389], [-2.318, 4.368, 6.246], [-2.579, 2.791, 1.518], [-6.157, 3.220, 4.699], [0.273, 4.187, 1.813], [0.267, 1.657, 2.046], [3.096, -0.222, -6.057], [4.274, -0.023, -12.256], [1.430, 2.632, 0.204], [0.472, 0.313, 6.168], [-5.229, 1.458, 3.217], [5.280, 0.353, -11.358], [-2.040, 2.280, 2.801], [-0.468, 0.764, -6.999], [3.622, 1.393, -9.936], [2.869, -0.039, 6.167], [2.758, 1.227, -1.378], [-2.459, -1.411, 0.735], [4.951, 1.033, -10.183], [3.017, 0.983, 5.221], [-2.583, -0.038, 0.919], [-1.284, -1.037, -1.336], [0.604, 1.179, 5.057], [-7.262, 4.840, 6.282], [-3.614, 3.936, 5.645], [-0.620, 1.607, 4.386], [-2.071, 2.298, 0.172], [1.898, 1.612, 4.684], [-0.870, -0.332, -7.762], [0.435, -0.831, 2.571], [-3.756, 3.050, 4.553], [1.597, -0.339, 6.671], [-1.444, 0.335, -1.196], [-1.357, -1.521, -5.708], [-5.032, 2.597, 4.156], [0.795, 0.391, 1.777], [-4.774, 4.474, 6.205], [2.617, 1.005, -10.817], [-0.660, 0.793, -5.618], [0.670, 2.809, 1.368], [-6.044, 4.168, 5.717], [-2.047, 0.892, -0.026], [1.933, 1.373, -0.136], [1.656, 0.275, 0.679], [-1.325, -1.475, -7.105], [-1.953, 3.298, -0.925], [4.013, 1.287, 4.895], [-0.549, 1.728, -5.068], [0.458, -1.712, 1.914], [-8.021, 4.109, 6.589], [6.323, 0.122, -11.572], [-2.710, 4.095, -0.791], [-2.142, 2.841, -1.906], [3.150, 0.208, -1.459], [-0.811, -0.277, -8.846], [-1.633, -2.449, -5.202], [-6.988, 5.442, 7.154], [1.649, 3.501, -0.427], [4.522, -0.557, -13.172], [5.718, 1.278, -9.454], [-0.952, 3.774, -0.975], [1.027, 4.890, 1.431], [-4.567, 0.613, 3.445], [3.747, -0.586, 6.520], [-4.680, 5.157, 7.049], [-0.573, -0.762, 2.996], [-3.091, 0.349, 1.809], [2.004, 2.434, 3.974], [2.090, -0.701, 0.443], [-1.825, 5.148, 5.654], [-7.731, 5.504, 5.544], [-7.142, 2.938, 4.328], [-6.261, 1.100, 3.311], [1.585, 1.235, -10.575], [-1.622, -2.345, -7.688], [-2.546, 4.800, 7.226], [-2.886, -2.094, 1.471], [-1.622, 3.543, 6.399], [-0.949, -0.433, -3.887], [0.258, 4.281, 2.909], [-0.701, 4.512, 1.415], [-1.691, -2.997, -0.522], [1.144, -1.015, 3.393], [-0.760, -1.435, -2.206], [-1.047, 1.019, -1.952], [3.602, 1.931, -1.356], [2.148, 0.012, -12.671], [2.168, 1.445, -2.283], [-0.521, 0.135, 6.578], [1.487, -1.087, 7.460], [-5.080, 1.769, 2.176]], "forces_ev_per_angstrom": [[1.35, -0.25, -0.86], [-0.16, 0.08, -0.16], [-0.17, 0.39, 0.45], [-1.03, -0.47, 0.36], [-0.06, 0.34, -1.25], [0.73, 0.63, 0.77], [0.82, 0.29, 0.75], [0.05, 0.23, 0.59], [0.27, -0.78, -0.28], [-0.91, -0.02, -0.15], [0.09, -0.90, 0.15], [0.55, -0.32, -0.45], [-0.60, 0.79, 1.46], [0.29, 0.12, -0.65], [1.17, -1.10, 0.03], [0.21, 0.11, 0.33], [-0.26, -0.06, 0.06], [0.14, -0.23, 0.22], [0.38, 0.33, 0.47], [-0.60, -0.43, -3.57], [0.41, 0.08, 0.17], [0.12, 0.40, -0.20], [0.34, -0.62, -0.50], [-0.29, 0.25, 0.24], [-0.09, 0.27, 0.23], [0.03, 0.02, 0.73], [0.21, -0.02, -0.74], [-0.28, -0.23, -0.45], [-0.39, 0.00, 0.04], [0.75, -0.02, 0.48], [-0.48, 0.20, -0.10], [-0.14, -0.30, 0.02], [-0.26, 0.12, -0.13], [0.26, -0.07, -0.22], [0.13, 0.14, -0.14], [0.09, 0.04, 0.11], [-0.05, -0.08, 0.21], [0.21, 0.21, -0.14], [-0.31, 0.30, -0.06], [0.89, -0.37, 1.10], [-0.20, 0.09, 0.15], [-0.53, -0.10, -0.57], [-0.88, 0.59, -0.73], [-1.13, 0.57, 3.55], [-0.73, -0.27, -0.12], [0.38, 0.05, 0.16], [-0.08, -0.41, 0.02], [-1.17, 0.02, 0.65], [0.20, 0.23, 0.03], [0.05, -0.14, 0.30], [0.42, 0.08, -0.28], [0.32, 0.57, 0.30], [-0.05, 0.18, -0.53], [-0.24, -0.24, -0.31], [-0.14, -0.03, -0.07], [0.04, -0.10, -0.07], [0.02, -0.13, -0.81], [0.21, -0.05, -0.22], [0.74, -0.65, -0.19], [-0.27, -0.03, 0.10], [0.09, 0.30, 0.10], [-0.10, 0.02, 0.08], [-0.46, 0.37, -0.29], [-0.29, -0.08, 0.10], [0.29, -0.34, -0.10], [-0.07, 0.25, 0.19], [0.15, 0.12, -0.05], [-0.28, 0.00, 0.12], [0.43, -0.30, -0.05], [0.02, 0.15, 0.18], [-0.02, 0.22, -0.08], [0.10, -0.10, 0.20], [0.06, 0.34, -0.12], [-0.14, -0.07, -0.12], [0.05, -0.31, 0.31], [-0.01, 0.13, 0.23], [-0.12, 0.08, -0.18], [-0.31, -0.16, 0.06], [-0.25, -0.11, 0.18], [-0.04, 0.19, -0.07], [-0.30, 0.23, -0.05], [0.00, -0.11, -0.21], [0.21, -0.05, -0.08], [0.00, -0.30, -0.54], [0.04, -0.43, 0.04], [-0.19, 0.31, 0.03], [-0.04, -0.15, -0.04], [0.15, -0.14, 0.13], [0.18, -0.02, 0.14], [0.26, 0.01, -0.07], [0.13, 0.09, -0.20], [0.01, 0.22, 0.13], [0.19, 0.02, -0.19], [0.11, 0.15, -0.15], [-0.13, 0.28, -0.01], [-0.38, 0.12, -0.28], [-0.08, -0.05, -0.25], [0.21, -0.19, 0.17], [-0.09, 0.29, 0.03], [-0.13, 0.16, -0.18], [-0.11, 0.02, 0.24], [-0.03, -0.28, 0.27], [-0.17, -0.21, -0.10], [0.23, 0.04, 0.22], [0.12, -0.06, 0.27], [0.23, -0.18, -0.22], [0.02, 0.29, -0.22], [0.10, -0.11, 0.15]], "lowdin_charge": [1.04, 0.64, 0.72, 0.09, 0.06, 0.10, 0.00, -0.31, -0.27, -0.31, -0.26, -0.61, 0.14, 0.19, 0.07, -0.06, -0.05, -0.12, -0.04, -0.34, 0.00, -0.01, -0.16, -0.77, -0.07, 0.00, -0.02, -0.03, -0.06, -0.06, -0.32, -0.25, -0.08, -0.05, -0.11, -0.06, -0.07, -0.04, -0.11, -0.15, -0.05, -0.18, -0.19, -0.20, -0.02, -0.05, -0.02, -0.09, -0.07, -0.04, -0.05, -0.19, -0.18, -0.01, -0.05, -0.11, -0.21, -0.26, -0.19, -0.26, 0.01, -0.07, -0.06, 0.11, 0.11, 0.09, 0.08, 0.11, 0.09, 0.07, 0.08, 0.12, 0.11, 0.07, 0.13, 0.11, 0.11, 0.07, 0.09, 0.08, 0.11, 0.12, 0.08, 0.08, 0.12, 0.13, 0.09, 0.09, 0.12, 0.09, 0.09, 0.11, 0.08, 0.10, 0.06, 0.07, 0.09, 0.09, 0.09, 0.09, 0.08, 0.09, 0.09, 0.11, 0.08, 0.12, 0.11, 0.09], "e_above_lowest_kj_mol": 0.0, "total_charge": 0}

Entry 2:
{"formula": "C37H53BBrFN4O6", "method": "wB97M-V/def2-TZVPD", "symbols": ["Br", "F", "O", "O", "O", "O", "O", "O", "N", "N", "N", "N", "C", "C", "C", "C", "C", "C", "C", "C", "C", "C", "C", "C", "C", "C", "C", "C", "C", "C", "C", "C", "C", "C", "C", "C", "C", "C", "C", "C", "C", "C", "C", "C", "C", "C", "C", "C", "C", "B", "H", "H", "H", "H", "H", "H", "H", "H", "H", "H", "H", "H", "H", "H", "H", "H", "H", "H", "H", "H", "H", "H", "H", "H", "H", "H", "H", "H", "H", "H", "H", "H", "H", "H", "H", "H", "H", "H", "H", "H", "H", "H", "H", "H", "H", "H", "H", "H", "H", "H", "H", "H", "H"], "xyz": [[-6.321, -2.354, 9.470], [-3.655, 1.202, 5.789], [-2.015, -6.919, 6.137], [-8.008, -0.762, 7.675], [0.636, -3.618, -2.680], [-0.368, 0.348, 5.792], [2.589, 2.625, -5.000], [1.056, -3.426, 6.951], [0.261, -2.429, -3.335], [1.596, -5.534, 1.927], [-0.408, -4.997, 5.522], [2.214, 3.815, -5.654], [1.116, -5.511, 3.336], [-4.428, 2.557, 8.182], [-0.132, -1.589, -0.962], [1.977, -0.937, -2.201], [2.513, -1.981, -4.430], [1.647, 6.208, -5.170], [-1.184, -3.937, 3.128], [-4.061, 0.931, 8.327], [-4.283, -4.034, 6.120], [-7.022, -1.667, 7.727], [-1.587, -3.070, 6.455], [-0.674, -3.886, 1.584], [-4.795, -2.461, 6.372], [1.022, -2.366, -4.626], [0.638, -4.700, 1.150], [-6.432, -2.227, 6.303], [2.291, 4.885, -7.905], [1.821, 4.655, -3.282], [4.465, 4.263, -6.749], [2.975, 3.877, -6.945], [-3.695, -1.229, 6.636], [-2.662, -4.275, 6.172], [-0.163, -4.833, 4.025], [0.338, -1.358, -5.586], [2.714, -0.768, -3.528], [0.476, -1.294, -2.372], [0.967, -3.713, -5.422], [4.666, 5.475, -5.848], [2.920, 2.531, -7.741], [-4.277, 0.296, 6.826], [-1.727, -5.603, 5.948], [2.428, 4.949, -4.692], [-0.107, -3.773, 6.392], [-0.354, -0.183, 8.517], [3.930, 5.306, -4.520], [-0.306, -0.036, -2.850], [-2.074, -1.523, 6.701], [-0.899, -0.393, 6.953], [3.062, -2.825, -3.995], [-0.616, 0.593, -2.006], [0.729, 5.932, -5.702], [1.336, 6.837, -4.326], [4.934, 4.460, -7.721], [-5.240, 2.723, 7.341], [2.702, 4.808, -8.919], [1.412, -3.599, -6.418], [1.526, -4.517, -4.930], [5.015, 3.418, -6.314], [-3.464, 3.138, 7.856], [0.537, 0.753, 6.041], [-0.153, 0.973, 8.739], [-2.141, -3.413, 3.550], [-2.979, 0.820, 8.759], [-4.764, 2.968, 9.224], [4.331, 6.387, -6.360], [1.214, 4.691, -7.980], [0.749, -1.435, -6.599], [0.911, -4.633, -0.012], [1.886, 2.195, -7.882], [0.285, 0.618, -3.493], [-0.067, -4.049, -5.562], [2.982, -1.783, -5.402], [3.479, 1.726, -7.250], [-1.272, -3.252, 0.789], [-0.032, -0.719, -0.302], [-1.235, -0.505, 9.244], [-6.949, -3.253, 6.024], [5.735, 5.614, -5.656], [3.365, 2.645, -8.738], [1.825, -6.116, 4.085], [0.601, -0.835, 8.762], [2.429, 5.927, -7.619], [4.437, 4.525, -3.941], [1.921, 5.525, -2.622], [0.476, -0.316, -5.300], [-5.449, 0.366, 6.609], [-0.738, -1.553, -5.661], [-4.798, 0.481, 9.131], [2.378, 0.144, -4.040], [-1.199, -1.828, -1.035], [0.371, -2.414, -0.445], [2.080, -0.013, -1.616], [4.032, 6.230, -3.936], [2.324, 3.829, -2.765], [3.782, -0.629, -3.336], [-1.224, -0.311, -3.382], [0.754, 4.416, -3.355], [-5.010, -4.925, 5.899], [2.484, -1.719, -1.622], [-6.609, -1.498, 5.382], [2.238, 6.862, -5.812]], "forces_ev_per_angstrom": [[-0.60, 0.58, -1.78], [-1.02, -2.06, 2.33], [2.07, 9.16, -1.57], [6.61, -5.96, 0.79], [-1.46, 2.98, -1.73], [0.75, -1.35, 3.46], [-1.49, 2.98, -1.76], [-7.70, -2.28, -3.96], [2.97, -3.38, 2.39], [-6.57, 3.95, 2.96], [0.67, -0.27, 0.02], [2.98, -3.39, 2.36], [-0.50, 0.21, 0.15], [0.59, -0.35, 0.00], [0.41, -0.73, -0.32], [0.09, -0.29, -0.20], [-0.02, -0.05, 0.40], [-0.09, 0.12, -0.24], [4.67, -2.53, -2.05], [-0.29, 1.31, -0.34], [3.55, 3.43, 1.05], [-5.44, 4.80, -2.05], [-3.57, 0.28, 0.12], [1.21, -1.78, 3.04], [3.14, -1.60, -0.12], [-0.06, 0.06, -2.07], [-0.58, 0.30, 0.51], [1.72, -0.30, -0.26], [-0.04, 0.31, 0.05], [0.31, -0.75, -0.26], [-0.03, -0.05, 0.36], [-0.08, 0.06, -2.04], [0.64, -3.06, -0.64], [-0.75, 2.77, 0.67], [-0.08, 0.93, -3.33], [-0.05, 0.34, 0.07], [-0.23, 0.23, -0.11], [-0.79, 1.53, 0.96], [-0.03, -0.18, 0.76], [-0.17, 0.16, -0.06], [-0.03, -0.17, 0.75], [-0.25, -0.16, 0.16], [-1.94, -3.95, 0.55], [-0.78, 1.50, 1.00], [2.65, 1.80, 1.48], [-0.53, 0.42, 0.41], [0.08, -0.27, -0.22], [-0.08, 0.14, -0.27], [-2.92, -3.55, -1.10], [1.04, 1.06, -0.96], [-0.26, -0.06, -0.02], [0.20, -0.32, -0.02], [0.22, -0.02, 0.06], [0.20, -0.33, -0.03], [-0.30, -0.13, 0.03], [1.55, -0.33, 1.95], [0.04, -0.21, 0.29], [-0.09, 0.33, 0.28], [-0.23, 0.23, 0.10], [-0.26, -0.04, -0.01], [-1.91, -1.13, 0.57], [-2.27, -0.79, -0.47], [-0.18, -2.52, -0.48], [2.11, -1.11, -0.95], [-2.01, 0.07, -1.09], [0.48, -0.76, -2.12], [0.01, -0.13, 0.08], [0.18, -0.01, 0.10], [0.05, -0.21, 0.29], [-0.71, -0.12, 2.80], [0.15, 0.10, 0.12], [-0.04, -0.13, -0.07], [0.16, 0.10, 0.12], [-0.31, -0.12, 0.03], [-0.22, 0.23, 0.10], [1.49, -1.64, 1.82], [0.06, 0.01, -0.40], [2.00, 0.52, -1.38], [1.09, 2.08, 0.87], [-0.09, 0.00, -0.02], [-0.09, 0.32, 0.28], [-1.86, 1.49, -1.75], [-1.95, 1.38, -0.53], [-0.07, -0.07, 0.10], [-0.22, -0.08, -0.05], [0.06, 0.02, -0.43], [-0.04, -0.06, 0.09], [2.68, -0.39, 0.30], [0.17, -0.02, 0.10], [1.38, 0.52, -1.99], [0.05, -0.12, 0.09], [0.11, 0.02, -0.12], [-0.09, 0.17, -0.39], [-0.29, -0.15, -0.05], [-0.29, -0.16, -0.04], [-0.12, 0.04, -0.33], [-0.08, 0.01, -0.02], [0.21, -0.03, 0.06], [0.16, 0.01, -0.08], [1.53, 2.02, 0.52], [-0.23, -0.09, -0.03], [-0.04, -1.22, 2.44], [-0.05, -0.14, -0.07]], "mulliken_spin": [0.00, 0.00, 0.00, 0.00, 0.63, 0.00, 0.63, 0.00, 0.28, 0.00, 0.00, 0.28, 0.00, 0.00, -0.02, 0.02, 0.02, 0.01, 0.00, 0.00, 0.00, 0.00, 0.00, 0.00, 0.00, 0.03, 0.00, 0.00, 0.01, -0.01, 0.01, 0.03, 0.00, 0.00, 0.00, 0.01, -0.04, 0.03, 0.00, -0.01, -0.01, 0.00, 0.00, 0.03, 0.00, 0.00, 0.02, 0.01, 0.00, 0.00, 0.01, 0.00, -0.01, 0.00, 0.00, 0.00, 0.00, 0.00, 0.00, 0.00, 0.00, 0.00, 0.00, 0.00, 0.00, 0.00, 0.00, -0.01, 0.00, 0.00, 0.00, 0.00, 0.00, 0.00, 0.00, 0.00, 0.00, 0.00, 0.00, 0.00, 0.00, 0.00, 0.00, 0.00, 0.00, 0.00, 0.00, 0.00, -0.01, 0.00, 0.02, 0.00, 0.01, 0.00, 0.00, 0.00, 0.00, -0.01, 0.00, 0.00, 0.00, 0.00, 0.00], "s_squared": 2.01, "total_charge": 0, "multiplicity": 3}

Entry 3:
{"formula": "CH4IO", "method": "wB97M-V/def2-TZVPD", "symbols": ["I", "O", "C", "H", "H", "H", "H"], "xyz": [[-0.868, 0.500, 3.104], [0.430, 0.906, -0.240], [0.170, -0.382, -0.784], [0.050, 0.906, 0.641], [-0.886, -0.571, -0.587], [0.252, -0.302, -1.868], [0.851, -1.057, -0.266]], "forces_ev_per_angstrom": [[-0.01, -0.03, -0.06], [0.38, 0.40, -0.94], [-0.51, 1.32, 0.68], [-0.17, 0.10, 0.77], [0.00, -0.78, 0.12], [0.55, -0.32, 0.01], [-0.22, -0.69, -0.58]], "lowdin_charge": [-0.66, -0.21, -0.19, -0.13, 0.06, 0.06, 0.07], "e_above_lowest_kj_mol": 15.0, "total_charge": -1}

| no. | energy (Eh) | maximum force (eV Å⁻¹) |
| --- | --- | --- |
| 1 | -3945.37346 | 3.8 |
| 2 | -4810.05665 | 9.5 |
| 3 | -413.51199 | 1.6 |